# 1
The following is a DFT calculation (the ωB97M-V functional and the def2-TZVPD basis) of C16H31NOP2Pd as an isolated structure.

Calculated values
Kohn-Sham gap (spin up / spin down)   5.4020 / 5.1674 eV

The geometry in ORCA input format:
```
! RIJCOSX wB97M-V def2-TZVPD def2/J DEFGRID3
* xyz 2 5
P -2.107 1.869 -0.660
P 0.177 -1.150 3.694
C -0.512 -0.427 0.956
C -0.027 -1.517 1.898
H -1.591 -0.490 0.781
H -0.247 0.561 1.321
H -0.706 -2.382 1.824
H 0.972 -1.847 1.581
C 1.813 -0.509 4.005
H 1.933 -0.256 5.072
H 1.994 0.396 3.407
H 2.566 -1.259 3.728
C -0.358 -2.564 4.637
H 0.403 -3.345 4.512
H -1.319 -2.931 4.243
H -0.475 -2.336 5.704
C -1.820 3.214 -1.885
H -2.760 3.759 -2.017
H -1.497 2.771 -2.837
H -1.024 3.873 -1.521
C -3.621 1.117 -1.360
H -3.710 0.102 -0.953
H -3.566 1.061 -2.455
H -4.463 1.738 -1.040
Pd 0.310 -0.516 -1.202
C 1.762 -1.923 -1.508
C 2.272 -0.868 -0.729
C 3.099 0.251 -1.277
C 2.505 0.818 -2.583
C 1.004 0.755 -2.651
C 0.234 -0.291 -3.217
C 0.866 -1.484 -3.881
C 1.958 -2.141 -2.994
C -2.790 2.694 0.833
H 1.530 -2.834 -0.953
H 2.371 -1.060 0.343
H 4.143 -0.053 -1.428
H 3.109 1.044 -0.522
H 2.793 1.873 -2.649
H 2.960 0.316 -3.440
H 0.511 1.731 -2.646
H -0.772 0.000 -3.537
H 1.269 -1.240 -4.877
H 0.057 -2.204 -4.067
H 1.854 -3.222 -3.163
H 2.964 -1.844 -3.327
H -2.633 2.042 1.698
H -3.857 2.830 0.642
H -2.276 3.646 0.994
O -2.640 1.378 5.002
C -1.780 0.727 4.522
N -0.877 0.129 3.981
*
```


# 2
The following is a DFT calculation (the ωB97M-V functional and the def2-TZVPD basis) of a 8-piece molecular cluster, C44H89BBrClNO13S overall.

Calculated values
Kohn-Sham gap   5.7461 eV

The geometry in ORCA input format:
```
! RIJCOSX wB97M-V def2-TZVPD def2/J DEFGRID3
* xyz 1 1
C -3.290 2.384 4.633
C -3.104 1.149 3.640
C -1.699 1.168 2.915
C -1.739 0.952 1.353
B -2.337 -0.557 1.174
O -3.730 -0.829 1.381
O -1.538 -1.668 0.874
C -0.286 1.129 0.749
O 0.695 1.174 1.791
C 1.709 0.168 1.583
C 1.335 -1.249 2.146
O -0.126 2.171 -0.201
C -0.631 3.447 0.191
C -0.404 4.395 -1.062
C -0.505 3.623 -2.428
C 0.869 3.096 -2.965
C 0.786 2.889 -4.517
C 1.832 1.871 -5.089
C 1.997 0.561 -4.237
C 2.023 -0.756 -5.083
C 2.007 -2.003 -4.105
C 0.547 -2.330 -3.657
C 0.438 -3.613 -2.733
O 1.644 -3.878 -2.006
C 1.617 -3.141 -0.782
C 0.090 4.143 1.391
S 1.913 4.291 1.341
C 2.712 3.103 0.207
C 4.082 3.780 -0.255
C -2.195 3.284 0.421
O -2.946 3.814 -0.654
Cl -2.828 4.198 1.885
N -2.656 1.853 0.605
Br -3.129 1.136 -1.114
H -3.560 2.056 5.657
H -4.132 2.995 4.218
H -2.406 3.058 4.642
H -3.139 0.248 4.303
H -3.987 1.066 2.970
H -1.122 0.301 3.321
H -1.156 2.073 3.252
H -4.140 -1.074 0.544
H -1.592 -2.291 1.632
H -0.039 0.192 0.188
H 2.076 0.151 0.525
H 2.588 0.527 2.178
H 2.061 -1.652 2.881
H 1.300 -1.986 1.305
H 0.320 -1.211 2.591
H 0.630 4.825 -1.050
H -1.065 5.295 -1.019
H -0.893 4.349 -3.191
H -1.214 2.769 -2.421
H 1.707 3.813 -2.753
H 1.117 2.170 -2.394
H -0.273 2.656 -4.774
H 1.013 3.884 -4.981
H 2.799 2.384 -5.305
H 1.446 1.552 -6.094
H 1.190 0.439 -3.473
H 2.996 0.627 -3.733
H 2.928 -0.813 -5.735
H 1.131 -0.849 -5.756
H 2.530 -2.884 -4.549
H 2.619 -1.705 -3.214
H -0.122 -2.499 -4.530
H 0.126 -1.475 -3.069
H 0.197 -4.534 -3.312
H -0.412 -3.454 -2.017
H 1.173 -3.748 0.050
H 1.050 -2.190 -0.947
H 2.654 -2.841 -0.487
H -0.175 3.720 2.395
H -0.308 5.191 1.423
H 2.164 2.858 -0.723
H 3.012 2.207 0.796
H 4.898 3.033 -0.338
H 3.912 4.368 -1.181
H 4.384 4.473 0.573
H -3.844 4.000 -0.341
H -3.563 1.902 1.101
C -2.323 -4.485 4.559
C -1.798 -4.808 3.187
O -1.558 -3.932 2.377
C -1.579 -6.254 2.851
H -2.432 -3.404 4.660
H -3.299 -4.951 4.702
H -1.624 -4.840 5.317
H -2.522 -6.799 2.919
H -0.845 -6.684 3.534
H -1.200 -6.335 1.833
C 2.652 -7.947 0.597
C 2.615 -7.052 1.805
O 1.783 -7.204 2.679
C 3.648 -5.960 1.892
H 1.851 -8.684 0.670
H 2.504 -7.356 -0.309
H 3.607 -8.468 0.552
H 3.543 -5.282 1.043
H 4.647 -6.395 1.903
H 3.499 -5.396 2.813
C -7.830 6.982 3.263
C -7.428 5.537 3.136
O -8.149 4.644 3.517
C -6.087 5.242 2.512
H -8.813 7.043 3.728
H -7.112 7.515 3.890
H -7.879 7.444 2.276
H -5.291 5.696 3.106
H -6.060 5.626 1.490
H -5.933 4.162 2.487
C 6.619 -8.457 -1.816
C 6.580 -7.561 -0.607
O 5.748 -7.712 0.264
C 7.613 -6.469 -0.522
H 5.820 -9.195 -1.745
H 6.472 -7.866 -2.722
H 7.576 -8.979 -1.861
H 7.509 -5.792 -1.371
H 8.613 -6.904 -0.510
H 7.466 -5.904 0.398
C 4.040 -9.414 5.888
C 2.732 -8.932 6.461
O 2.606 -8.716 7.646
C 1.592 -8.730 5.500
H 4.770 -9.514 6.690
H 3.902 -10.387 5.414
H 4.415 -8.692 5.160
H 1.347 -9.674 5.009
H 1.860 -7.978 4.756
H 0.716 -8.383 6.049
C -4.806 4.249 -3.891
C -4.233 5.635 -4.035
O -3.035 5.816 -4.017
C -5.201 6.775 -4.201
H -3.989 3.535 -3.780
H -5.441 4.199 -3.004
H -5.384 3.987 -4.779
H -5.855 6.839 -3.329
H -5.796 6.631 -5.105
H -4.648 7.709 -4.292
C -0.322 7.623 -4.024
C 0.354 8.728 -4.791
O 1.093 8.489 -5.719
C 0.074 10.144 -4.357
H -0.030 6.661 -4.445
H -0.015 7.656 -2.976
H -1.405 7.723 -4.101
H 0.396 10.288 -3.325
H -0.993 10.357 -4.449
H 0.625 10.833 -4.996
*
```


# 3
The following is a DFT calculation (the ωB97M-V functional and the def2-TZVPD basis) of a 2-piece molecular cluster, C2H7N2O overall.

Calculated values
Kohn-Sham gap   9.6679 eV

The geometry in ORCA input format:
```
! RIJCOSX wB97M-V def2-TZVPD def2/J DEFGRID3
* xyz 1 1
C -0.566 0.256 -2.655
N 0.440 0.167 -1.865
H -1.436 0.608 -2.103
H -0.700 -0.247 -3.610
H 0.268 -0.241 -0.853
H 1.397 -0.010 -2.166
C -0.180 -0.256 1.661
N 0.354 0.066 2.850
O 0.441 -0.351 0.605
H -1.090 -0.871 1.775
H 1.334 0.311 2.886
H -0.262 0.568 3.475
*
```


| no. | F_max (eV/Å) |
| --- | --- |
| 1 | 4.052 |
| 2 | 2.724 |
| 3 | 2.698 |